No. 1
A 7-piece molecular cluster, C18H52NO18S6 overall. Source: the OMol25 dataset; level of theory: wB97M-V/def2-TZVPD.

```
95
Properties=species:S:1:pos:R:3:forces:R:3:mulliken_charge:R:1
N -4.377376 2.286771 -18.777063 -0.0892 -0.5310 0.3673 0.896
H -3.802771 2.917181 -18.203890 -0.1585 0.2930 -0.6749 0.259
H -4.940356 1.761514 -18.087496 -0.0889 0.0702 -0.4603 0.547
H -3.806491 1.618373 -19.305217 -0.0350 0.1696 0.2346 0.489
H -4.969074 2.769906 -19.458144 -0.0177 0.3350 0.3252 -0.083
O -7.980057 3.139174 -22.492098 0.9484 -0.3227 0.1182 -0.604
S -6.882701 2.393656 -21.939104 0.6042 -1.3704 1.2186 1.154
O -5.497748 2.828704 -21.872260 -1.2197 0.3413 -0.5218 -0.601
O -7.176554 2.068985 -20.379979 0.4482 0.4302 -0.5910 -0.081
C -8.514205 1.847676 -19.915838 -1.3670 -0.5447 -0.6047 -0.355
C -8.538407 1.525521 -18.436739 -0.0463 0.5910 -0.2969 -1.256
C -6.848953 0.703443 -22.597379 -0.2528 0.9183 0.7243 -0.921
H -8.965106 1.042788 -20.512391 0.2849 -0.3193 0.2179 0.435
H -9.180341 2.674951 -20.164067 0.5013 0.4527 0.2518 0.270
H -8.080679 0.566861 -18.212140 0.0599 -0.0375 0.0594 0.338
H -9.582012 1.543688 -18.120775 -0.0254 -0.3014 -0.0330 0.448
H -8.081337 2.337524 -17.875201 0.2871 -0.1546 0.0344 0.207
H -5.977205 0.204037 -22.181550 0.1412 0.1666 -0.1231 0.188
H -6.830319 0.763020 -23.680116 -0.1416 -0.1488 -0.0351 0.393
H -7.736583 0.236039 -22.175032 -0.1528 -0.1212 -0.4777 0.392
O -3.326559 -0.199353 -22.447608 -0.0019 0.3257 0.2424 -0.757
S -2.596153 1.000879 -22.151922 1.4672 0.4936 -1.8648 1.351
O -2.816551 1.735742 -20.946327 0.3924 -0.4176 0.0442 -0.713
O -0.994932 0.660678 -22.197029 -1.5430 0.6740 0.6078 -0.218
C -0.449187 0.111542 -23.405294 0.5970 -1.3289 0.3258 -0.155
C 0.964590 -0.326752 -23.054471 0.4675 0.2427 0.0569 -1.342
C -2.675630 2.146697 -23.556133 -0.6390 -0.6461 0.8884 -1.176
H -0.459480 0.818010 -24.233167 0.0366 0.2257 0.1705 0.310
H -1.013644 -0.778003 -23.696988 -0.2279 0.1547 0.0080 0.306
H 1.590230 0.520396 -22.766461 -0.0275 0.1352 -0.3974 0.331
H 1.406009 -0.854699 -23.900298 0.0671 0.1995 -0.0609 0.396
H 1.060535 -0.991543 -22.194652 -0.6544 -0.1635 -0.0704 0.313
H -1.935634 2.919738 -23.376251 0.0494 -0.0057 -0.1021 0.356
H -3.685117 2.555558 -23.545014 0.0267 0.0734 0.0672 0.297
H -2.523282 1.575573 -24.465659 0.1321 0.0621 -0.0369 0.473
O -6.862476 0.862064 -14.674574 0.9610 -0.1342 -0.5014 -0.673
S -5.728148 0.305125 -15.366705 -0.0085 0.1153 0.2725 0.922
O -5.253342 0.908090 -16.594059 -0.4350 0.0477 0.7476 -0.689
O -4.439732 0.214522 -14.367745 -1.5335 -0.0265 -0.7938 -0.325
C -4.039619 1.481352 -13.806034 1.0814 0.6376 -0.3225 -0.584
C -2.910593 2.122933 -14.618075 0.3280 -0.4896 0.5673 -0.582
C -5.984950 -1.414787 -15.629723 1.0811 -0.2917 0.2622 -0.950
H -3.671092 1.221523 -12.815251 -0.1721 0.1432 0.0401 0.335
H -4.844110 2.214345 -13.728991 -0.3724 -0.4907 0.0632 0.395
H -2.660575 3.055608 -14.108110 0.0111 0.1286 -0.3226 0.442
H -3.139141 2.280362 -15.668294 -0.3395 0.2414 0.0740 -0.082
H -2.012488 1.499422 -14.589935 -0.0532 -0.0525 0.0824 0.269
H -5.665360 -1.847985 -14.681023 -0.4382 -0.3007 -0.0465 0.424
H -5.296610 -1.771619 -16.400487 -0.1487 0.1680 0.0596 0.156
H -7.008040 -1.649367 -15.897709 -0.1219 0.2650 0.1517 0.400
O -2.015245 6.054185 -15.950732 -0.4574 -0.4514 -1.0165 -0.661
S -2.227550 5.643795 -17.322105 0.6901 1.0088 1.1369 0.917
O -3.132963 4.567060 -17.619466 0.4240 0.5607 -0.1180 -0.663
O -2.743039 6.908833 -18.172913 -0.3472 -0.9354 0.3661 -0.198
C -2.144111 8.193487 -17.938815 1.8462 0.5680 0.2691 -0.354
C -1.201535 8.523468 -19.086443 -0.4138 0.5478 -0.6561 -1.057
C -0.583829 5.314353 -17.994607 -1.1888 0.2162 0.1795 -1.097
H -1.544083 8.180063 -17.025140 -0.2646 -0.2629 0.1372 0.303
H -2.871038 8.983858 -17.772016 -0.5629 -0.4368 -0.3147 0.386
H -1.720754 8.418408 -20.042349 0.0531 -0.2633 0.0193 0.268
H -0.287405 7.934832 -19.100444 -0.0918 -0.1972 0.0757 0.261
H -0.889760 9.570768 -19.086704 -0.0585 -0.0165 0.4043 0.403
H 0.100608 5.986572 -17.487963 0.0311 0.0613 -0.0640 0.362
H -0.662693 5.517612 -19.058575 0.3102 -0.3382 -0.0838 0.335
H -0.374821 4.282612 -17.726607 0.1177 -0.0484 -0.2453 0.434
O -4.797493 -2.866367 -18.998821 0.6268 0.7771 -0.1186 -0.676
S -3.785711 -1.851505 -18.884670 0.7531 -0.7634 0.5929 0.934
O -4.159010 -0.452603 -18.862749 0.3766 -0.9494 -0.3353 -0.184
O -3.003245 -2.211600 -17.506323 -0.7812 0.0361 -0.2187 -0.418
C -2.278222 -1.181274 -16.798483 0.4459 0.5958 -0.9545 0.481
C -0.883600 -1.643672 -16.483594 0.7399 -0.2640 0.0810 -1.445
C -2.380323 -2.162302 -20.023084 -1.9508 0.3718 1.1486 -0.914
H -2.836436 -0.859886 -15.923644 -0.1101 -0.1934 0.0299 0.066
H -2.192644 -0.334638 -17.488007 -0.1744 0.1928 0.3075 0.127
H -0.843314 -2.589320 -15.942964 -0.1601 0.1007 0.1360 0.364
H -0.349196 -0.880970 -15.912552 -0.2567 -0.0207 0.2564 0.378
H -0.252342 -1.767877 -17.368044 -0.3509 -0.0934 -0.2057 0.301
H -2.796598 -1.917176 -20.996400 0.5496 0.0051 -0.1843 0.298
H -2.153450 -3.210487 -19.865386 0.1418 -0.0422 -0.1921 0.454
H -1.624280 -1.498149 -19.616683 0.2887 0.0622 -0.5036 0.264
O -8.726195 4.636468 -18.574958 0.1235 0.1956 -0.3982 -0.675
S -7.486409 5.192525 -19.028901 0.2926 1.1292 -0.3178 1.009
O -6.265202 4.469227 -18.819652 -0.2758 0.1933 0.0240 -0.371
O -7.492505 5.479805 -20.629801 0.2721 -0.2332 1.4003 0.017
C -8.370011 6.486286 -21.123703 -1.4480 0.4406 -1.1821 -0.345
C -8.415549 6.390377 -22.644146 -0.3877 0.1847 0.2046 -1.291
C -7.335844 6.888352 -18.371639 0.5114 -1.5178 -0.6564 -1.311
H -8.081766 7.504789 -20.856131 0.4032 -0.2116 0.3250 0.336
H -9.395351 6.324436 -20.777684 0.1487 -0.0977 0.3848 0.380
H -8.941999 5.486868 -22.945096 0.6985 -0.3370 -0.0880 0.243
H -7.411298 6.525984 -23.040316 -0.0672 -0.4278 -0.2834 0.319
H -9.051501 7.170004 -23.071804 0.1820 0.3397 0.3600 0.433
H -6.484174 7.278677 -18.925951 -0.1360 0.3680 0.0495 0.377
H -7.066789 6.789507 -17.324416 -0.2642 0.0369 0.0888 0.461
H -8.276899 7.386769 -18.568284 0.0595 0.2074 0.2137 0.407
```
Positions in Å, forces in eV/Å.

Charge: +1
HOMO-LUMO gap: 11.179 eV
Max |F|: 0.0471 hartree/bohr
E_LUMO: -1.8 eV
DFT total energy: -4514.9741 Ha
2S+1: 1


No. 2
A 8-piece molecular cluster, C18H52O8 overall. Source: the OMol25 dataset; level of theory: wB97M-V/def2-TZVPD.

```
78
Properties=species:S:1:pos:R:3:forces:R:3:mulliken_charge:R:1
C -21.479074 -5.652692 2.355163 0.3288 0.1693 0.2174 -1.365
C -20.547315 -4.437364 2.341007 -0.8037 -0.4752 -0.0048 0.390
C -21.268862 -3.277505 1.686235 -0.2405 -0.1462 -0.3279 -0.707
O -20.248585 -4.039305 3.675759 0.3656 0.1318 -0.0291 -0.557
H -22.396940 -5.399898 2.886543 -0.1828 0.0125 -0.3036 0.330
H -21.036219 -6.500890 2.887257 0.1665 0.0136 -0.1270 0.435
H -21.665192 -5.947417 1.322162 -0.2878 -0.1336 0.0974 0.304
H -19.663509 -4.725975 1.757789 0.2619 0.3014 0.2705 0.139
H -20.643385 -2.400324 1.523057 0.0656 0.0041 0.2524 0.276
H -22.145642 -3.041940 2.293172 0.0981 0.2033 0.0534 0.419
H -21.653684 -3.574076 0.707476 0.1287 -0.0316 -0.0075 -0.031
H -20.151654 -4.819483 4.229368 0.0653 -0.0378 -0.0969 0.326
C -21.104904 -1.599969 -6.420146 0.4574 0.7202 -0.1181 -1.349
C -21.272355 -0.824007 -5.132378 -1.3896 -0.9969 1.4243 0.589
C -21.788988 0.584072 -5.298499 0.8169 0.6321 -0.9927 -0.706
O -22.228872 -1.560301 -4.293885 0.4781 -0.1414 0.1341 -0.202
H -20.656483 -2.573467 -6.244889 -0.1667 -0.1444 -0.0052 0.307
H -20.466627 -1.040704 -7.111170 0.0198 -0.1187 0.0052 0.410
H -22.086779 -1.681514 -6.889527 0.0142 -0.2205 -0.0436 0.252
H -20.425068 -0.855915 -4.445859 0.5389 0.1816 -0.6098 0.200
H -22.868081 0.596611 -5.430782 -0.0597 0.0083 0.1578 0.088
H -21.338853 1.036698 -6.194616 -0.1518 -0.1185 -0.0056 0.473
H -21.462050 1.241562 -4.499869 -0.4099 -0.1549 0.2928 -0.203
H -23.041175 -1.711705 -4.795525 -0.0813 0.2682 -0.1413 0.034
C -25.487440 -3.294279 -4.227086 -0.8087 -0.0198 -0.1884 -1.229
C -25.723829 -1.803030 -4.398506 0.1404 0.4720 0.5170 0.225
C -25.484983 -1.055070 -3.097819 0.3570 0.2757 0.3904 -0.588
O -24.854027 -1.239784 -5.404606 -0.1512 -0.1063 0.0885 -0.487
H -24.546307 -3.514548 -3.727465 0.1294 0.0345 -0.1338 0.150
H -25.567874 -3.811563 -5.185100 0.2788 0.0082 -0.0126 0.373
H -26.305178 -3.695649 -3.619985 0.1565 -0.0093 0.1344 0.422
H -26.763794 -1.597520 -4.669492 0.0255 -0.2208 -0.2775 0.469
H -26.172971 -1.397365 -2.322458 -0.0021 -0.0747 -0.0440 0.416
H -25.607118 0.026176 -3.190540 -0.1977 -0.0823 -0.2553 0.370
H -24.467384 -1.183629 -2.714001 -0.0396 -0.2296 -0.1481 -0.413
H -25.324332 -1.233411 -6.242103 0.0762 -0.0801 -0.0602 0.280
C -26.867883 -3.531215 0.786510 0.0424 0.0178 -0.2967 -1.360
C -25.702503 -4.504549 0.643122 -1.0032 -0.6758 -0.0593 0.395
C -24.753536 -4.119576 -0.468114 0.6914 -0.1324 0.9739 -0.026
O -25.028309 -4.742772 1.884398 -0.0764 0.4468 -0.3882 -0.450
H -27.327562 -3.426274 -0.201455 0.0593 0.2222 0.0395 0.308
H -26.531432 -2.557351 1.145141 -0.0022 0.0214 -0.0497 0.286
H -27.672327 -3.904088 1.426007 0.2100 -0.0721 0.2060 0.474
H -26.151858 -5.466905 0.341626 0.0916 0.0424 -0.0099 0.120
H -23.864553 -4.746830 -0.351429 -0.0700 -0.1125 -0.3654 0.129
H -24.389175 -3.097844 -0.366903 -0.2547 0.1133 -0.1473 -0.384
H -25.242648 -4.298527 -1.420504 0.1453 0.1267 -0.1460 0.233
H -25.743028 -4.808987 2.525057 0.2112 -0.0379 0.2569 0.300
C -17.705407 -3.419761 -2.784830 0.7146 -0.8164 0.5666 -1.646
C -19.121806 -3.351908 -2.264097 -0.1529 0.6901 -0.6347 1.602
C -19.836145 -4.681372 -2.235475 0.8289 -0.1370 -0.4398 -1.289
O -19.166445 -2.766529 -0.960997 -0.1404 0.0745 -0.0204 -0.447
H -17.659806 -3.952111 -3.735656 -0.0568 0.2969 -0.1557 0.384
H -17.069670 -3.998580 -2.100440 -0.1715 0.0219 0.0235 0.375
H -17.232669 -2.439683 -2.858305 -0.1792 0.0962 -0.2415 0.420
H -19.643362 -2.693433 -2.982433 -0.2731 -0.0618 0.2755 -0.616
H -19.256050 -5.403696 -1.655425 -0.3006 0.0988 0.3825 0.368
H -19.802278 -5.080439 -3.253300 -0.3794 0.0696 -0.0010 0.424
H -20.860843 -4.569329 -1.896577 -0.0441 -0.1674 0.1286 0.121
H -18.585639 -1.998356 -0.969371 0.0470 0.0054 0.1053 0.286
C -20.414393 1.643624 -2.000554 0.7803 0.1791 -0.5979 -0.997
C -21.636280 2.238180 -1.339319 0.4080 -0.3879 0.3374 0.452
C -22.882788 2.134053 -2.153665 -1.3769 -0.6821 -0.6692 -0.942
O -21.838791 1.632872 -0.060800 0.2807 0.2259 -0.1483 -0.648
H -19.531854 1.908468 -1.415287 0.0261 -0.1375 0.0148 0.377
H -20.262874 2.057148 -3.005895 -0.0254 0.1434 0.1672 0.382
H -20.423559 0.559404 -2.143184 -0.3789 -0.0299 0.2671 -0.042
H -21.397408 3.289925 -1.171587 -0.1884 0.0250 0.3302 0.320
H -23.010870 1.171981 -2.669247 0.5006 -0.0394 0.0766 -0.129
H -22.992561 2.891581 -2.931616 0.0999 0.1539 0.1444 0.474
H -23.755860 2.138933 -1.496648 0.0550 0.5412 0.0577 0.375
H -22.153862 0.735641 -0.232453 -0.2016 -0.0198 0.1208 0.325
O -23.795560 -0.664776 0.817470 -0.1275 0.0046 -0.0442 -0.699
H -23.070470 -0.653708 1.449108 -0.0249 -0.0244 0.1204 0.377
H -23.479484 -1.244473 0.110437 0.1734 0.0658 -0.0018 -0.180
O -22.083087 -1.705329 -1.183454 0.0091 0.0129 -0.1735 1.171
H -21.143481 -1.703412 -0.962438 0.1282 -0.2696 0.1227 -0.110
H -22.113525 -1.966037 -2.114377 -0.0711 0.2137 -0.2300 -0.350
```
Positions in Å, forces in eV/Å.

Charge: 0
HOMO-LUMO gap: 10.182 eV
Max |F|: 0.0433 hartree/bohr
E_LUMO: 0.4 eV
DFT total energy: -1318.9091 Ha
Energy relative to the best compared isomer or geometry (same formula, charge and spin): 60.5 kJ/mol
2S+1: 1